No. 1
Below is 2 unconnected molecules or ions with the total composition C3H11N2S, with properties calculated with wB97M-V/def2-TZVPD.

Positions of all 17 atoms, in Å:
1 S 3.732084 1.532637 -0.263365
2 N -1.977779 -0.331679 -0.309474
3 N -2.589060 -1.907816 1.285515
4 C -1.915848 -0.871611 0.916794
5 C 0.751643 1.350106 -0.288659
6 C 2.161368 0.529033 -0.547356
7 H 2.255869 -0.381404 0.151702
8 H -0.950292 -0.747643 1.459362
9 H -3.404031 -2.115868 0.766484
10 H 2.262211 0.290174 -1.646898
11 H 0.963631 2.559068 -0.175231
12 H 0.070098 1.089192 0.566743
13 H 4.665454 0.857411 -0.955793
14 H -2.365740 -2.646182 1.947015
15 H 0.248417 1.169438 -1.313680
16 H -2.490221 -0.811362 -1.024876
17 H -1.417799 0.436514 -0.568277

Force components x, y, z for each atom (eV/Å):
-0.84 0.44 0.48
-1.29 -0.31 -2.02
-3.32 -4.59 1.00
5.06 3.87 2.69
1.54 1.97 -1.60
-0.07 -0.31 0.63
-0.40 1.28 -1.45
-0.65 -0.05 -0.47
-0.90 -0.26 -0.28
-0.57 -0.19 1.46
-0.45 -3.17 -0.46
1.21 -0.19 -0.81
-0.48 -0.31 -0.09
0.52 0.77 -0.41
0.34 0.66 1.86
0.06 -0.06 -0.43
0.24 0.43 -0.13

The value obtained for the orbital gap (spin up / spin down) is 5.42 / 9.90 eV. Its expectation value of S² is 0.753. As for the spin multiplicity: 2.

No. 2
Below is 2 unconnected molecules or ions with the total composition C5H10O2, with properties calculated with wB97M-V/def2-TZVPD.

Positions of all 17 atoms, in Å:
1 O 0.096498 0.382455 -1.248876
2 O -2.594706 -0.637308 0.801540
3 C -1.695510 -0.643245 -0.021842
4 C -0.887139 0.494081 -0.349864
5 C 1.797017 -0.759893 1.180753
6 C 0.747320 -0.650635 -1.635328
7 C -1.211103 1.878454 0.096856
8 H 0.546918 -1.631511 -1.221360
9 H -1.900353 1.784964 0.940478
10 H 2.617361 -0.527296 0.496191
11 H -1.707950 2.466541 -0.683913
12 H 1.521342 -0.462892 -2.366778
13 H -0.323528 2.426947 0.431404
14 H 0.857548 -0.298136 0.867649
15 H 2.034277 -0.366445 2.169684
16 H -1.490864 -1.555974 -0.628753
17 H 1.667442 -1.844104 1.239187

Force components x, y, z for each atom (eV/Å):
-0.51 1.37 0.26
-0.17 0.03 0.20
0.39 -0.02 -0.46
-0.39 -0.14 0.03
0.10 -0.04 0.20
0.54 -1.27 -0.51
-0.01 -0.04 0.12
0.06 0.16 -0.07
0.07 0.06 -0.14
-0.22 0.00 0.10
0.08 -0.08 0.05
-0.16 -0.01 0.07
-0.09 -0.13 -0.10
0.26 -0.09 0.08
0.04 -0.11 -0.02
-0.06 0.15 0.17
0.04 0.16 0.03

The value obtained for the orbital gap (spin up / spin down) is 7.43 / 8.20 eV.

No. 3
Below is a molecular structure, C43H55InNO5PS6Si, with properties calculated with wB97M-V/def2-TZVPD.

Positions of all 113 atoms, in Å:
1 In 0.413771 0.112532 0.791391
2 S -4.989376 -3.697629 -4.523461
3 S -3.801062 -1.127961 -5.424629
4 S -3.085523 1.098217 -1.771454
5 S 1.487464 -2.073551 1.499664
6 S -4.260388 -1.511730 -2.629207
7 S -2.599421 1.638686 -5.049742
8 P 1.167508 2.440582 -0.861897
9 Si 2.200615 -2.283407 -0.470422
10 O 1.194963 -1.280126 -1.345403
11 O -1.415993 -1.268861 0.183113
12 O 1.981960 -3.763047 -1.085615
13 O 3.729274 -1.760010 -0.661333
14 O 0.861427 1.619301 3.305984
15 N -1.653661 1.063967 1.544743
16 C 2.203526 2.498352 -2.361518
17 C 2.262948 -5.144531 -0.821932
18 C -1.943807 4.700368 -2.152758
19 C -1.662099 0.992974 -6.459939
20 C -1.795111 -0.785364 3.063548
21 C 3.295108 3.006212 2.626497
22 C -2.708215 -1.457835 0.777975
23 C 4.891752 -1.419639 0.113065
24 C 2.319632 2.605943 1.709838
25 C 0.949381 -5.893269 -1.005458
26 C 2.791785 3.261160 -4.566547
27 C -2.032361 5.709955 -1.203915
28 C 0.732468 -1.528783 -2.735955
29 C -1.117846 5.768225 -0.160648
30 C 2.371310 3.045618 0.385097
31 C -0.939554 3.749549 -2.062632
32 C 1.914426 -1.966796 -3.593869
33 C 0.179701 -0.229398 -3.266484
34 C -2.229767 0.585913 2.657501
35 C 3.378474 3.941068 0.021307
36 C -0.106631 4.822850 -0.066918
37 C 4.747315 0.008999 0.629567
38 C 3.975292 1.411751 -3.591746
39 C 4.336352 4.345084 0.934647
40 C 5.090579 -2.369286 1.286511
41 C -3.294767 1.240301 3.254090
42 C -2.162651 2.151375 0.959631
43 C 2.791589 -5.354115 0.590146
44 C -3.476508 0.010494 -3.038728
45 C -3.790810 2.395790 2.671269
46 C -0.004949 3.816183 -1.026178
47 C 4.309343 3.858990 2.238357
48 C -3.250354 0.155370 -4.366907
49 C 2.005212 3.369430 -3.425197
50 C 3.190332 1.514219 -2.457685
51 C 3.769764 2.283931 -4.654735
52 C 3.290048 -5.592883 -1.852727
53 C 6.067991 -1.526491 -0.847299
54 C 1.292819 1.646257 2.177971
55 C -2.632687 -1.793866 2.262356
56 C -4.382800 -2.200596 -4.205213
57 C -0.382148 -2.565580 -2.717082
58 C -3.229814 2.849795 1.491407
59 H -1.708039 2.463331 0.031950
60 H 2.843671 -6.420715 0.811037
61 H 3.235430 2.629401 3.639623
62 H 6.195454 -2.559286 -1.174879
63 H 2.303235 -2.936323 -3.288297
64 H 5.070700 4.157100 2.947502
65 H 5.886809 -0.907445 -1.726926
66 H -2.223945 -2.796455 2.416851
67 H 0.559917 -5.735478 -2.011628
68 H -2.824748 6.444597 -1.270485
69 H 5.144574 -3.399173 0.937061
70 H -0.735475 -0.916733 2.837067
71 H 3.800483 0.121456 1.162268
72 H -0.886866 -2.075912 0.279295
73 H 6.988592 -1.194436 -0.365192
74 H -0.046254 -3.499304 -2.270817
75 H 3.318211 0.809041 -1.644648
76 H 3.519102 -6.652484 -1.728733
77 H 0.963524 0.516261 -3.366396
78 H 4.276476 -2.286304 2.005628
79 H 2.716990 -1.229978 -3.526487
80 H 4.727073 0.635661 -3.659245
81 H 1.243127 4.134940 -3.370177
82 H -1.001853 0.187816 -6.143250
83 H 4.786144 0.729857 -0.187434
84 H -2.674110 4.625251 -2.947556
85 H -4.626075 2.917170 3.120600
86 H 1.590583 -2.034423 -4.633175
87 H 4.365145 2.193568 -5.554015
88 H 4.210737 -5.017363 -1.740097
89 H 1.095319 -6.963285 -0.852746
90 H 6.029710 -2.133505 1.788846
91 H 2.138758 -4.878661 1.323036
92 H -1.065154 1.822644 -6.835070
93 H -0.247120 -0.405337 -4.251961
94 H 3.410881 4.320097 -0.992481
95 H 3.791456 -4.936644 0.693886
96 H -3.238799 -2.246737 0.241039
97 H -3.741105 0.827741 4.148964
98 H 0.209703 -5.534769 -0.287212
99 H -1.911759 -0.950570 4.133917
100 H 0.598932 4.870958 0.752846
101 H -2.320114 0.640821 -7.252119
102 H 5.108129 5.038824 0.627186
103 H 2.633819 3.945793 -5.389861
104 H -1.235355 -2.185464 -2.159546
105 H -3.245177 -0.528078 0.596250
106 H -0.919560 2.931633 -2.774537
107 H -0.707055 -2.761723 -3.740722
108 H -3.660993 -1.799597 2.633631
109 H 2.904819 -5.435167 -2.860944
110 H 5.558351 0.242070 1.321267
111 H -1.194750 6.545905 0.588364
112 H -3.605165 3.721392 0.975424
113 H -0.623913 0.148126 -2.632318

Force components x, y, z for each atom (eV/Å):
-0.41 0.23 -0.24
0.00 -0.01 0.01
0.03 -0.02 0.03
-0.11 0.05 0.13
-0.28 0.39 -0.10
0.04 0.05 0.03
0.07 -0.03 0.01
0.25 0.07 0.11
-0.07 0.01 0.06
-0.03 -0.03 -0.09
0.71 -0.31 -0.10
0.10 -0.02 0.14
0.04 -0.07 -0.08
0.20 0.16 0.19
0.09 0.32 0.02
-0.11 -0.29 -0.08
0.01 -0.08 -0.02
-0.01 0.01 0.00
-0.09 0.00 0.08
-0.12 0.09 0.03
-0.05 0.06 0.01
-0.24 -0.08 0.19
0.04 0.09 0.07
0.22 0.07 0.24
-0.02 0.05 -0.02
-0.01 0.03 0.01
0.00 -0.01 -0.01
0.00 -0.07 -0.03
0.00 0.00 0.01
0.03 -0.07 -0.01
0.02 -0.03 0.02
0.05 0.00 0.12
-0.05 0.17 0.09
0.08 0.07 -0.03
-0.03 0.02 -0.06
0.07 0.04 -0.07
-0.04 -0.04 -0.03
-0.02 0.02 -0.01
-0.02 -0.01 0.00
-0.09 -0.06 -0.05
0.02 -0.03 -0.01
0.13 0.05 0.19
-0.03 0.10 -0.01
0.15 -0.06 -0.16
-0.02 0.00 -0.02
-0.10 -0.08 0.01
-0.02 0.03 0.00
-0.04 0.04 -0.01
0.03 0.06 0.04
-0.05 0.06 0.05
0.01 -0.02 -0.01
-0.01 0.02 0.01
-0.05 -0.01 -0.03
-0.41 -0.46 -0.40
0.11 -0.09 -0.07
0.00 -0.01 -0.04
0.12 -0.07 0.08
-0.03 0.04 0.02
0.00 0.01 0.06
0.02 0.00 -0.01
-0.01 0.00 0.00
0.00 0.01 0.00
-0.02 -0.01 -0.02
0.00 0.01 0.00
0.02 0.03 0.00
-0.02 -0.01 -0.05
0.00 -0.01 0.00
0.00 0.00 0.00
0.05 -0.02 -0.03
0.02 -0.07 0.16
0.03 -0.01 0.03
-0.16 -0.25 -0.09
0.00 0.00 0.00
-0.01 0.00 -0.05
-0.01 -0.08 -0.07
0.01 0.00 0.00
0.04 0.08 -0.02
0.00 0.01 0.01
-0.01 0.01 -0.04
0.02 0.00 0.01
-0.01 0.00 -0.01
0.02 0.02 -0.05
-0.02 0.02 0.02
0.01 -0.02 0.00
0.01 0.01 0.00
0.01 0.01 -0.01
0.02 0.01 0.01
0.00 -0.01 0.00
0.00 0.00 0.00
-0.01 0.01 0.01
-0.03 -0.05 0.00
0.00 -0.01 -0.02
-0.02 -0.03 -0.03
0.03 -0.02 0.00
0.03 0.02 0.03
0.11 0.01 -0.08
0.02 0.01 0.01
0.00 -0.01 0.00
-0.02 0.02 0.00
0.00 0.00 0.01
0.02 0.00 -0.02
0.02 -0.02 0.00
-0.01 -0.01 0.00
-0.10 0.06 0.00
0.02 -0.09 -0.10
-0.03 0.01 0.00
-0.02 0.00 0.01
0.02 -0.03 0.05
0.00 -0.01 0.00
-0.01 0.01 0.01
0.01 0.01 -0.01
-0.01 -0.01 -0.02
-0.05 0.06 0.06

The value obtained for the orbital gap is 5.87 eV.

Number 1: E -17101.275 eV. Number 2: E -9438.598 eV. Number 3: E -144569.049 eV.